Entry 1:
109
Properties=species:S:1:pos:R:3:forces:R:3:lowdin_charge:R:1 method="wB97M-V/def2-TZVPD" molar_mass_g_mol=806.5 total_charge=+3 homo_energy_ha=-0.537 homo_lumo_gap_ha=0.1996 e_above_lowest_kcal_mol=14.6
Sc 9.474 -14.905 14.648 0.50 1.12 -0.84 1.0448
O 9.486 -12.907 15.401 -0.25 0.69 0.91 -0.0401
C 9.318 -12.139 16.381 -0.16 0.46 -2.05 -0.4064
O 8.914 -10.874 16.202 -0.30 -0.93 1.72 -0.0233
C 9.476 -12.525 17.749 0.83 -1.49 2.35 -0.1266
C 10.142 -13.716 18.224 -0.20 0.36 -0.07 0.0374
C 10.099 -13.987 19.593 -0.25 0.74 -1.30 0.0000
C 9.406 -13.094 20.428 1.21 -1.99 2.05 -0.0294
C 8.850 -11.920 20.060 -0.50 0.45 -2.46 -0.0017
C 8.884 -11.626 18.669 1.13 -1.01 0.88 -0.1946
P 8.547 -10.144 17.812 -0.61 0.73 -2.90 1.1896
C 9.716 -8.839 17.869 0.12 -0.16 0.71 -0.3138
C 9.450 -7.618 17.248 -0.11 0.46 -0.15 -0.0510
C 10.312 -6.545 17.437 -0.50 0.99 -0.83 -0.0444
C 11.555 -6.684 18.021 -0.32 -1.99 1.25 0.0008
C 11.843 -7.947 18.632 0.65 0.52 -0.90 -0.0225
C 10.912 -8.997 18.579 1.39 -0.12 0.85 -0.0641
C 6.833 -9.662 17.688 0.31 -0.18 1.19 -0.3010
C 6.275 -8.797 18.665 1.77 1.58 -0.49 -0.0595
C 4.961 -8.389 18.538 -0.22 -1.34 -0.16 -0.0264
C 4.148 -9.058 17.599 -0.97 0.88 0.39 -0.0091
C 4.719 -9.894 16.670 -1.15 -1.43 -0.47 -0.0644
C 6.020 -10.284 16.750 1.94 -0.30 -0.57 -0.0723
H 10.765 -14.418 17.617 -0.89 0.91 0.05 0.1311
H 10.612 -14.883 19.938 -0.24 0.34 0.32 0.1327
H 9.399 -13.333 21.501 -0.13 0.03 -0.49 0.1439
H 8.315 -11.360 20.790 -0.13 0.77 0.26 0.1289
H 8.641 -7.473 16.538 -0.34 -0.11 0.48 0.1301
H 9.976 -5.561 17.068 0.41 -0.65 -0.06 0.1377
H 12.271 -5.877 18.074 -0.04 0.07 0.00 0.1267
H 12.877 -8.077 19.026 -1.19 -0.13 0.00 0.1337
H 11.176 -9.950 19.097 -0.37 0.85 -0.49 0.1256
H 6.956 -8.230 19.368 -0.88 -0.88 -0.70 0.1401
H 4.600 -7.648 19.216 -0.46 0.22 0.27 0.1183
H 3.033 -8.970 17.570 1.23 0.44 0.10 0.1480
H 4.100 -10.411 15.941 -0.09 0.29 0.09 0.1291
H 6.500 -11.027 16.081 -0.80 0.64 0.21 0.1233
C 10.088 -21.651 17.033 1.02 0.35 -1.20 -0.0221
C 8.845 -21.074 16.330 0.10 0.91 0.22 -0.5692
C 7.627 -21.239 17.229 0.38 -1.49 -0.27 -0.0530
C 8.566 -21.658 14.977 0.53 -0.40 -2.45 -0.0441
C 9.042 -19.550 16.102 0.87 0.07 0.10 -0.0970
C 8.150 -18.602 16.620 -0.31 0.58 -1.05 0.0238
C 8.311 -17.242 16.379 0.26 0.46 0.39 -0.0629
N 9.378 -16.723 15.691 -0.03 -2.29 1.03 -0.0554
C 10.402 -17.616 15.365 -2.93 -1.85 -0.14 -0.1517
C 10.205 -19.041 15.466 0.73 2.01 1.84 0.1089
C 11.549 -16.992 14.762 2.07 1.09 -1.14 -0.2014
C 12.647 -17.687 14.232 -0.86 0.00 0.53 0.0797
C 13.771 -17.032 13.750 0.61 1.29 -0.37 -0.0795
C 13.774 -15.585 13.827 1.52 -2.41 -1.20 0.0416
C 12.625 -15.004 14.174 -1.50 1.85 1.79 -0.1056
N 11.522 -15.630 14.691 0.40 -0.42 -0.48 -0.0190
C 14.968 -17.798 13.189 0.62 -0.25 -0.54 -0.5572
C 14.574 -18.752 12.057 -0.90 -2.51 0.79 -0.0468
C 15.597 -18.559 14.397 0.60 -1.09 -0.09 -0.0302
C 16.004 -16.864 12.560 1.40 0.51 -0.46 -0.0714
H 9.920 -22.641 17.450 -0.15 -0.05 -0.16 0.0983
H 10.292 -20.973 17.845 0.41 0.05 0.57 0.0844
H 11.017 -21.702 16.364 -1.34 0.05 0.84 0.1099
H 7.447 -22.290 17.534 0.26 0.51 -0.40 0.1215
H 6.763 -20.897 16.703 -0.82 0.21 -0.15 0.0855
H 7.785 -20.687 18.118 -0.11 0.57 1.12 0.0776
H 8.128 -22.660 15.071 0.44 0.05 -0.02 0.1029
H 9.504 -21.693 14.295 -1.46 -0.10 1.19 0.1240
H 7.800 -21.090 14.394 0.51 -0.18 0.55 0.1053
H 7.239 -18.934 17.088 0.07 0.18 0.35 0.1138
H 7.614 -16.506 16.879 0.67 -0.85 -0.99 0.1442
H 11.111 -19.659 15.484 -0.59 0.05 -0.82 0.1278
H 12.566 -18.762 14.219 0.30 -0.10 -0.12 0.1213
H 14.642 -14.975 13.497 -0.84 -0.66 0.38 0.1408
H 12.632 -13.911 14.262 -0.44 -0.33 -0.35 0.1330
H 13.985 -19.646 12.471 0.55 1.21 -0.61 0.1051
H 15.440 -19.224 11.561 -0.13 0.42 0.54 0.1024
H 13.998 -18.318 11.257 -0.33 0.47 -0.13 0.0864
H 14.972 -19.479 14.693 0.91 1.49 -0.28 0.1090
H 15.708 -17.840 15.220 -0.21 -0.39 0.11 0.0855
H 16.666 -18.912 14.197 -1.57 0.36 -0.10 0.1220
H 15.592 -16.054 11.923 0.04 -0.41 0.55 0.0957
H 16.722 -17.380 11.862 -0.91 0.05 0.83 0.1129
H 16.670 -16.456 13.337 -0.33 0.35 -0.22 0.0950
C 4.864 -13.527 9.925 -0.24 -1.40 0.74 -0.1062
C 5.016 -15.072 9.716 -0.76 -0.05 -0.54 -0.2444
C 6.264 -15.744 10.346 0.48 -0.83 -1.83 -0.3081
C 6.748 -15.250 11.664 0.76 0.41 1.34 -0.4134
Ge 8.751 -15.078 11.924 -0.95 0.01 -0.42 0.8063
C 9.156 -13.590 10.700 -0.09 0.93 -1.00 -0.4144
C 10.562 -12.946 10.851 0.61 -2.05 -0.02 -0.3509
C 10.595 -11.476 10.484 1.08 1.07 -1.07 -0.2546
C 10.598 -11.359 8.882 0.40 0.39 2.19 -0.0767
H 4.064 -13.085 9.300 0.75 -0.25 0.16 0.0831
H 5.844 -13.058 9.818 -0.21 0.37 -0.26 0.0569
H 4.539 -13.421 10.979 0.18 0.37 -0.46 0.0627
H 5.087 -15.330 8.638 -0.21 0.33 0.54 0.1083
H 4.063 -15.549 10.064 0.86 0.27 -0.12 0.1126
H 7.100 -15.674 9.613 -0.54 0.20 0.17 0.0965
H 6.095 -16.841 10.386 -0.04 0.59 0.06 0.1167
H 6.431 -15.919 12.443 -0.55 -0.11 0.59 0.0271
H 6.360 -14.248 11.863 0.05 -0.07 0.22 0.0401
H 9.410 -16.362 11.350 0.09 -0.03 0.18 -0.0675
H 8.358 -12.799 10.810 0.63 -0.81 0.10 0.0732
H 9.081 -13.932 9.613 -0.22 0.17 1.50 0.0935
H 11.175 -13.601 10.124 -0.30 1.36 1.11 0.1282
H 11.020 -13.183 11.870 -0.59 0.55 -0.90 0.0686
H 11.546 -10.985 10.880 -1.13 -0.61 -0.53 0.1128
H 9.741 -10.903 10.933 0.61 -0.60 -0.39 0.1049
H 11.387 -11.985 8.512 0.62 -0.17 -0.19 0.0611
H 10.749 -10.342 8.528 -0.11 0.00 0.06 0.0721
H 9.704 -11.767 8.485 -1.08 -0.16 -0.39 0.0485

---

Entry 2:
6
Properties=species:S:1:pos:R:3:forces:R:3:lowdin_charge:R:1 method="wB97M-V/def2-TZVPD" molar_mass_g_mol=67.1 total_charge=0 homo_energy_ha="-0.378 / -0.378" homo_lumo_gap_ha="0.3192 / 0.3190" e_above_lowest_kcal_mol=141.3
C 0.920 -0.709 0.174 5.19 6.90 2.07 -0.0631
C -0.470 0.685 -0.075 3.03 -3.11 -0.50 -0.1112
N 0.714 0.639 0.496 2.04 -1.00 0.66 0.0512
N -0.044 -1.415 0.359 -3.46 -8.36 0.23 -0.0230
N -0.838 -0.766 -0.384 -4.39 3.05 -0.38 0.0636
H -0.282 1.566 -0.570 -2.40 2.53 -2.08 0.0825

---

Entry 3:
80
Properties=species:S:1:pos:R:3:forces:R:3:lowdin_spin:R:1 method="wB97M-V/def2-TZVPD" molar_mass_g_mol=929.8 total_charge=+1 homo_energy_ha="-0.396 / -0.396" spin_multiplicity=2 homo_lumo_gap_ha="0.2605 / 0.2614" e_above_lowest_kcal_mol=5.4
Ce -0.419 0.109 0.417 2.59 0.64 -1.68 1.0227
C 4.223 0.248 3.736 -0.12 0.02 0.05 0.0000
C 2.808 0.327 3.744 0.24 0.04 -0.01 0.0001
C 2.127 0.200 2.569 0.14 -0.02 -0.01 -0.0002
C 2.782 -0.025 1.326 0.01 0.04 0.23 -0.0010
C 2.025 -0.178 0.125 -0.31 -0.04 0.16 -0.0088
C 2.737 -0.357 -1.036 0.21 -0.06 -0.24 -0.0016
C 4.155 -0.394 -1.065 -0.04 0.02 0.06 -0.0004
C 4.866 -0.259 0.095 -0.01 0.01 0.05 -0.0001
C 4.194 -0.073 1.333 0.19 -0.06 -0.06 -0.0002
C 4.894 0.060 2.562 0.01 -0.01 -0.06 0.0002
H 4.770 0.345 4.666 -0.03 -0.01 -0.04 0.0000
H 2.279 0.499 4.674 0.02 -0.01 -0.04 0.0000
H 1.047 0.280 2.613 -0.25 -0.01 0.11 -0.0002
H 2.219 -0.488 -1.986 0.01 0.00 0.01 -0.0002
H 4.675 -0.534 -2.006 -0.02 0.00 0.03 -0.0001
H 5.950 -0.293 0.086 -0.04 0.00 0.00 0.0000
H 5.978 0.008 2.554 -0.06 0.01 0.00 0.0000
N 2.318 2.920 -0.166 0.05 -0.03 -0.04 -0.0001
C 1.082 3.395 -0.057 -0.20 -0.05 0.06 -0.0001
N -0.006 2.642 -0.001 -0.27 -0.24 -0.01 -0.0018
C -1.158 3.455 0.072 0.22 -0.27 -0.05 0.0001
C -2.469 2.998 0.080 -0.11 0.13 -0.03 0.0002
C -3.505 3.915 0.170 0.04 0.00 0.00 0.0000
C -3.243 5.282 0.240 0.04 -0.01 0.00 0.0000
C -1.938 5.749 0.206 -0.05 0.04 0.00 0.0000
C -0.912 4.821 0.117 0.05 0.19 0.06 0.0000
S 0.806 5.107 0.030 0.06 0.15 0.00 -0.0001
H 2.462 1.920 -0.263 0.04 0.01 0.01 0.0000
H 3.110 3.535 -0.209 0.00 0.03 0.01 0.0000
H -2.704 1.948 -0.018 -0.08 -0.12 0.03 0.0001
H -4.529 3.563 0.177 0.04 0.01 0.00 0.0000
H -4.062 5.985 0.307 0.04 -0.03 0.00 0.0000
H -1.730 6.811 0.244 0.00 -0.05 -0.01 0.0000
O -2.675 -0.251 0.735 -1.38 -0.23 0.91 -0.0045
N -2.610 -0.179 2.001 -0.08 0.18 -0.17 0.0001
O -1.464 0.211 2.406 -0.90 -0.02 0.77 -0.0034
F 1.902 -9.504 1.318 0.00 -0.03 -0.01 0.0000
C 1.230 -9.229 0.188 -0.05 0.08 0.02 0.0000
F 1.990 -9.649 -0.836 0.00 -0.03 -0.01 0.0000
F 0.109 -9.960 0.191 0.03 -0.03 0.00 0.0000
C 0.944 -7.753 0.079 0.00 -0.01 0.00 0.0000
C -0.353 -7.286 -0.084 -0.07 0.03 -0.01 0.0000
C -0.585 -5.923 -0.181 -0.03 -0.04 0.01 0.0000
C 0.479 -5.027 -0.117 0.19 0.06 0.02 -0.0002
C 1.776 -5.507 0.037 0.08 -0.04 0.02 0.0000
C 2.011 -6.872 0.138 0.04 0.09 -0.01 0.0000
P 0.270 -3.212 -0.209 -0.26 -0.14 -0.26 -0.0007
C -0.782 -3.055 -1.711 -0.02 0.00 -0.02 -0.0001
C -0.440 -3.829 -2.825 0.00 -0.01 -0.04 0.0000
C -1.080 -3.654 -4.039 0.07 -0.10 -0.03 -0.0001
C -2.074 -2.695 -4.180 0.02 0.00 -0.05 0.0000
C -2.422 -1.907 -3.103 0.05 0.01 0.11 0.0000
C -1.776 -2.092 -1.883 0.01 0.11 -0.13 0.0001
C -2.746 -2.521 -5.518 -0.02 -0.10 0.13 0.0000
F -3.846 -1.762 -5.424 0.02 0.02 -0.05 0.0000
F -1.921 -1.939 -6.402 0.00 0.03 -0.03 0.0000
F -3.109 -3.707 -6.031 0.01 0.04 -0.03 0.0000
C -0.850 -2.949 1.227 0.09 -0.17 -0.12 -0.0005
C -0.163 -2.648 2.408 0.03 -0.05 0.03 0.0001
C -0.812 -2.675 3.635 0.09 0.11 -0.01 -0.0001
C -2.161 -2.964 3.676 -0.10 -0.05 -0.03 0.0002
C -2.865 -3.249 2.508 -0.06 0.01 0.05 -0.0001
C -2.212 -3.253 1.291 -0.07 0.00 -0.07 0.0005
C -2.900 -2.903 4.990 0.06 0.01 -0.12 0.0000
F -3.916 -3.773 5.023 -0.02 0.02 0.04 0.0000
F -2.094 -3.166 6.025 -0.02 -0.01 0.02 0.0000
F -3.408 -1.672 5.174 -0.05 -0.01 0.06 0.0000
H -1.176 -7.985 -0.134 0.01 0.02 0.00 0.0000
H -1.601 -5.568 -0.313 0.06 0.00 0.01 0.0000
H 2.609 -4.814 0.080 -0.05 -0.02 0.00 0.0000
H 3.020 -7.246 0.261 -0.03 0.01 0.00 0.0000
H 0.330 -4.587 -2.742 -0.02 0.02 0.01 0.0000
H -0.811 -4.277 -4.884 0.00 0.02 0.03 0.0000
H -3.207 -1.169 -3.200 0.01 -0.01 0.03 0.0000
H -2.142 -1.486 -1.067 -0.11 -0.05 0.34 -0.0001
H 0.903 -2.446 2.368 0.03 0.02 0.01 0.0001
H -0.271 -2.460 4.548 0.00 0.00 -0.02 0.0000
H -3.923 -3.475 2.557 0.02 0.00 0.02 0.0000
H -2.764 -3.485 0.388 0.03 -0.01 0.04 0.0000

---

Entry 4:
13
Properties=species:S:1:pos:R:3:forces:R:3:lowdin_charge:R:1 method="wB97M-V/def2-TZVPD" molar_mass_g_mol=85.1 total_charge=0 homo_energy_ha=-0.329 homo_lumo_gap_ha=0.3447 e_above_lowest_kcal_mol=100.9
C -2.009 -1.044 0.031 -0.02 3.28 0.06 0.0316
C -1.909 0.364 -0.009 1.08 -2.13 0.38 -0.1180
C -0.671 1.256 0.101 -0.58 0.86 -1.06 -0.1667
N 0.607 1.121 0.050 -0.27 0.17 0.13 0.0159
O 1.049 -0.164 0.016 -1.80 -0.72 0.96 -0.2104
C 2.423 -0.345 -0.027 1.90 0.58 0.84 -0.1224
H -1.218 -1.736 0.330 0.17 0.69 -0.35 0.0473
H -2.948 -1.555 -0.190 0.05 0.51 0.17 0.0428
H -2.757 1.074 -0.140 0.28 -1.30 -0.17 0.0849
H -0.903 2.354 -0.084 0.11 -1.43 0.72 0.1135
H 2.452 -1.365 -0.387 0.70 -0.01 -0.80 0.0730
H 2.852 0.481 -0.670 -0.03 -1.30 0.54 0.0982
H 3.032 -0.440 0.980 -1.59 0.81 -1.41 0.1105

---

Entry 5:
10
Properties=species:S:1:pos:R:3:forces:R:3:lowdin_charge:R:1 method="wB97M-V/def2-TZVPD" molar_mass_g_mol=104.1 total_charge=0 smiles="[H]/N=C(/N)SC=O" homo_energy_ha=-0.357 homo_lumo_gap_ha=0.3771 e_above_lowest_kcal_mol=31.5
H -0.531 1.652 -0.060 0.52 -0.27 -0.44 0.0308
N 0.476 1.461 -0.152 0.58 -1.29 0.74 0.0927
C 0.753 0.214 -0.036 -0.46 1.33 -0.28 -0.8035
N 2.029 -0.358 -0.040 0.02 1.13 0.04 0.0231
S -0.406 -1.114 -0.102 -0.83 -0.83 0.19 0.9880
C -2.067 -0.462 -0.053 0.62 0.67 -0.14 -0.5712
O -2.451 0.668 0.065 0.33 -0.24 0.06 -0.0064
H 2.195 -1.142 0.593 -0.19 0.47 -0.32 0.0812
H 2.732 0.383 0.000 -0.13 -0.51 0.10 0.0996
H -2.730 -1.304 -0.215 -0.46 -0.45 0.04 0.0657

---

Entry 6:
16
Properties=species:S:1:pos:R:3:forces:R:3:lowdin_charge:R:1 method="wB97M-V/def2-TZVPD" molar_mass_g_mol=107.1 total_charge=0 homo_energy_ha=-0.302 homo_lumo_gap_ha=0.3236 e_above_lowest_kcal_mol=145.0
C 1.288 1.113 -0.133 0.01 -0.13 0.14 -0.0150
N 0.911 -0.289 0.075 -0.46 -0.29 -0.27 -0.2139
C -0.443 -0.470 0.915 -0.23 -0.24 -1.02 -0.3741
O 2.003 -1.083 0.550 -0.55 0.35 -0.35 0.0043
O -0.881 0.471 1.548 -0.01 0.22 -0.02 -0.0171
H 2.221 -0.729 1.429 -0.13 0.03 -0.11 0.1134
H -0.447 -1.518 1.239 0.10 -0.02 -0.08 0.1392
H 2.138 1.149 -0.811 -0.04 -0.02 0.01 0.0982
H 0.426 1.623 -0.560 0.04 -0.02 0.01 0.0972
H 1.538 1.574 0.824 -0.04 0.00 -0.04 0.0987
C -1.473 -0.625 -0.867 -0.18 0.26 0.92 -0.2113
O -1.981 0.684 -0.977 -0.05 -0.06 -0.06 -0.1230
H -2.031 1.042 -0.073 0.08 -0.08 0.03 0.0666
H -1.165 -0.946 -1.873 0.19 0.06 -0.01 0.0928
H -2.231 -1.349 -0.542 0.04 0.05 0.00 0.0852
H 0.128 -0.647 -0.746 1.22 -0.12 0.86 0.1591

---

Calculated total energy in order - -5187.0291, -240.8023, -3891.1150, -286.4708, -661.5354, -399.9905 Eh